# 1
104
Properties=species:S:1:pos:R:3:mulliken_charge:R:1 method="wB97M-V/def2-TZVPD" homo_ev=-9.50 charge=0 lumo_energy_ev=-0.51 gap_ev=8.99
C 4.262 -0.056 -0.015 -1.6047
C 3.074 0.804 0.149 0.9090
Cl 3.055 1.515 1.707 -0.2962
C 2.067 1.045 -0.690 0.1915
Cl 2.034 0.167 -2.188 -0.3395
B 0.800 1.883 -0.447 -0.3897
O 0.761 3.092 0.233 -0.3347
B -0.329 3.236 1.056 0.9963
I -0.071 4.035 3.018 -0.0118
O -1.544 2.750 0.672 0.0261
B -1.405 1.496 0.076 -0.5143
C -2.230 0.315 0.601 0.1564
Br -3.341 0.748 2.066 -0.0721
C -2.154 -0.930 0.107 0.0261
C -1.250 -1.349 -0.995 0.9885
Br -3.179 -2.315 0.826 -0.1166
O -0.409 1.391 -0.874 0.5171
H 5.125 0.556 -0.222 0.4772
H 4.138 -0.759 -0.827 0.3923
H 4.453 -0.610 0.894 0.1793
H -1.426 -0.773 -1.895 0.2529
H -0.224 -1.187 -0.683 -0.3844
H -1.369 -2.389 -1.238 -0.4993
O -0.759 -4.721 -0.412 -0.5446
H -0.813 -5.660 -0.203 0.2438
H -1.080 -4.272 0.383 0.2464
O 7.504 0.286 -0.149 -0.7246
H 7.873 -0.265 0.549 0.2842
H 7.672 1.187 0.150 0.3051
O -2.871 1.231 -2.859 -0.5531
H -3.760 1.517 -2.624 0.2413
H -2.373 2.053 -2.935 0.3015
O -3.522 3.073 4.754 -0.6814
H -3.681 2.497 3.997 0.2012
H -3.231 3.896 4.340 0.3080
O -0.794 7.602 2.782 -0.6689
H -0.915 7.784 3.718 0.3303
H -0.536 6.673 2.737 0.1498
O 6.329 0.987 2.617 -0.5733
H 5.370 0.960 2.728 0.3224
H 6.689 1.042 3.509 0.2746
O 1.422 -2.783 0.890 -0.6850
H 0.824 -3.480 0.599 0.0550
H 2.042 -3.194 1.514 0.6305
O 7.825 -0.064 -3.002 -0.6555
H 7.935 -1.008 -3.134 0.2910
H 7.760 0.064 -2.043 0.4158
O -6.476 -0.402 3.106 -0.6032
H -7.029 -0.081 2.385 0.2781
H -5.584 -0.323 2.755 0.2246
O -6.637 -2.088 5.876 -0.6605
H -6.824 -2.608 5.089 0.3127
H -6.334 -1.245 5.513 0.3600
O -2.155 -3.571 -3.101 -0.5264
H -2.796 -4.119 -3.570 0.2598
H -1.653 -4.203 -2.574 0.1599
O -6.270 1.227 0.260 -0.5829
H -6.251 2.172 0.084 0.3062
H -5.483 0.872 -0.165 0.2963
O -2.960 5.573 1.644 -0.5445
H -2.343 6.297 1.799 0.3323
H -2.808 5.322 0.725 0.2466
O 7.569 -1.802 3.586 -0.6195
H 7.084 -0.994 3.387 0.3239
H 7.202 -2.466 2.996 0.3056
O -1.639 -6.300 -4.261 -0.5480
H -2.066 -7.147 -4.103 0.2816
H -1.199 -6.396 -5.111 0.2902
O -1.277 5.676 -0.694 -0.5118
H -1.227 6.612 -0.914 0.2468
H -0.526 5.283 -1.153 0.2804
O -1.434 1.261 -5.743 -0.7048
H -1.688 1.288 -4.815 0.3837
H -1.079 0.370 -5.852 0.3713
O 0.844 -2.906 -2.494 -0.4814
H 1.203 -3.483 -1.813 0.2360
H 1.078 -2.019 -2.196 0.1151
O -0.414 -0.888 -4.713 -0.7104
H -0.332 -1.774 -4.333 0.2865
H 0.362 -0.419 -4.388 0.3240
O 9.251 1.871 -4.734 -0.6320
H 9.506 1.342 -5.493 0.2983
H 8.748 1.269 -4.166 0.3778
O -5.193 5.282 5.731 -0.6321
H -5.289 5.401 6.679 0.3081
H -4.839 4.389 5.622 0.3690
O -4.141 1.949 -6.672 -0.6437
H -3.244 1.824 -6.325 0.3905
H -4.500 1.060 -6.731 0.2821
O 2.766 -0.992 3.587 -0.5766
H 1.806 -1.084 3.588 0.3076
H 3.027 -1.169 4.497 0.2604
O 3.007 -3.573 2.142 -0.6767
H 3.023 -2.653 2.435 0.4262
H 3.673 -3.635 1.444 0.3780
O -4.216 -0.174 6.526 -0.6072
H -4.391 -1.101 6.724 0.3082
H -4.411 0.293 7.344 0.2957
O 4.250 -4.057 -0.464 -0.5987
H 3.880 -4.937 -0.586 0.2897
H 4.466 -3.747 -1.348 0.2880
O -4.653 -4.229 -5.047 -0.6255
H -4.768 -4.755 -5.843 0.3070
H -4.363 -3.366 -5.360 0.3135


# 2
30
Properties=species:S:1:pos:R:3:nbo_charge:R:1 method="wB97M-V/def2-TZVPD" homo_ev=-10.38 charge=0 lumo_energy_ev=-0.90 de_lowest_kcal_mol=43.5 gap_ev=9.48
C 6.323 -4.757 -2.782 -0.4589
Br 4.854 -3.515 -3.275 0.0649
Br 5.734 -6.588 -2.358 0.0894
Br 7.314 -3.967 -1.278 0.0819
H 6.981 -4.798 -3.650 0.2229
C -0.827 -7.426 -2.823 -0.4178
Br -2.705 -6.766 -3.221 0.0692
Br 0.172 -7.898 -4.538 0.0511
Br -0.596 -8.902 -1.470 0.0873
H -0.317 -6.531 -2.468 0.2101
C 0.554 -0.477 0.694 -0.4371
Br 1.615 -1.548 1.989 0.0697
Br 1.312 1.366 0.827 0.0575
Br -1.330 -0.529 1.310 0.0834
H 0.687 -0.823 -0.331 0.2266
C 3.448 8.509 0.632 -0.4101
Br 5.257 8.809 1.484 0.0788
Br 3.055 9.860 -0.857 0.0542
Br 1.946 8.714 1.955 0.0615
H 3.365 7.491 0.250 0.2157
C -7.638 -0.175 -1.944 -0.4460
Br -8.510 -1.899 -1.658 0.0732
Br -8.705 1.175 -0.961 0.0954
Br -7.611 0.365 -3.898 0.0478
H -6.616 -0.428 -1.663 0.2296
C -1.462 4.122 5.926 -0.4409
Br -3.039 4.417 4.628 0.0541
Br -1.223 2.349 6.644 0.1173
Br -1.527 5.500 7.391 0.0527
H -0.512 4.352 5.443 0.2167


# 3
30
Properties=species:S:1:pos:R:3:nbo_charge:R:1 method="wB97M-V/def2-TZVPD" homo_ev=-11.04 charge=0 lumo_energy_ev=-0.19 de_lowest_kcal_mol=25.2 gap_ev=10.86
C 0.997 -14.767 2.124 -0.2468
Cl -0.465 -15.098 3.131 -0.0055
Cl 1.478 -16.224 1.208 0.0072
Cl 2.371 -14.324 3.201 0.0089
H 0.750 -13.906 1.504 0.2375
C 0.210 -10.888 3.074 -0.2334
Cl -0.285 -10.057 4.596 0.0259
Cl 2.011 -10.834 2.752 -0.0163
Cl -0.590 -10.067 1.662 0.0014
H -0.096 -11.933 3.124 0.2236
C 4.076 -18.451 3.196 -0.3120
Cl 5.658 -18.884 2.741 0.0600
Cl 4.013 -17.305 4.516 0.0295
Cl 3.230 -19.957 3.610 -0.0031
H 3.525 -18.007 2.366 0.2275
C 5.774 -12.935 3.052 -0.2693
Cl 7.111 -12.323 1.908 -0.0394
Cl 6.092 -12.216 4.563 0.0541
Cl 5.938 -14.682 3.307 0.0178
H 4.781 -12.666 2.690 0.2361
C 0.343 -18.233 -1.073 -0.2614
Cl -1.306 -18.001 -0.543 0.0283
Cl 0.939 -16.757 -2.004 -0.0270
Cl 0.217 -19.657 -2.116 0.0349
H 0.999 -18.314 -0.206 0.2261
C -3.617 -14.363 1.282 -0.2804
Cl -5.177 -14.348 2.130 0.0214
Cl -2.892 -12.758 1.202 0.0087
Cl -4.010 -14.951 -0.355 0.0079
H -2.837 -14.971 1.740 0.2376


# 4
16
Properties=species:S:1:pos:R:3:nbo_charge:R:1 method="wB97M-V/def2-TZVPD" homo_ev=-7.62 charge=0 lumo_energy_ev=-0.28 de_lowest_kcal_mol=97.9 gap_ev=7.34
C 1.147 -1.472 -0.358 0.1395
C 2.145 -0.525 -0.072 -0.2895
C 1.935 0.800 0.037 -0.2379
C -0.802 0.852 -0.380 0.4710
C -0.970 2.036 -0.858 -0.4572
C -2.018 -0.700 0.897 -0.4056
N -0.147 -1.423 -0.292 -0.3471
N -0.899 -0.349 0.026 -0.1787
Cl 3.796 -1.298 0.013 -0.1259
Cl 3.232 1.824 0.408 0.0024
H 1.490 -2.471 -0.599 0.2188
H -1.605 2.235 -1.711 0.2501
H -0.434 2.877 -0.448 0.2718
H -1.841 -0.326 1.905 0.2241
H -2.942 -0.275 0.508 0.2157
H -2.089 -1.787 0.924 0.2486


# 5
17
Properties=species:S:1:pos:R:3:nbo_charge:R:1 method="wB97M-V/def2-TZVPD" homo_ev=-15.39 charge=+1 smiles="C[C@]1(Cl)[NH+]=C(Cl)N=C[C@H]1C#N" lumo_energy_ev=-6.71 de_lowest_kcal_mol=10.0 gap_ev=8.68
C 0.234 1.051 -0.581 -0.6584
C -0.756 0.292 0.301 0.2479
Cl -2.528 0.997 0.225 0.0103
N -0.346 0.471 1.726 -0.5636
C -0.151 -0.645 2.446 0.4878
Cl -0.332 -0.640 4.130 0.2167
N 0.180 -1.848 1.960 -0.4427
C 0.124 -2.122 0.677 0.3207
C -0.852 -1.306 -0.159 -0.4329
C -2.199 -1.754 0.155 0.2164
N -3.193 -2.287 0.381 -0.1742
H 0.790 1.835 -0.121 0.2544
H -0.302 1.500 -1.394 0.2662
H 0.927 0.304 -0.801 0.2192
H -0.754 1.217 2.337 0.4726
H 0.555 -3.063 0.392 0.2525
H -0.660 -1.313 -1.243 0.3071


# 6
19
Properties=species:S:1:pos:R:3:nbo_charge:R:1 method="wB97M-V/def2-TZVPD" homo_ev=-9.59 charge=0 lumo_energy_ev=-0.14 de_lowest_kcal_mol=0.0 gap_ev=9.45
C 2.861 -0.765 -0.533 -0.1914
C 1.768 -1.552 -0.536 -0.2144
C 2.801 0.642 -0.254 -0.1905
C 0.509 -0.948 -0.239 -0.1450
C 1.577 1.251 0.060 -0.1745
C 0.447 0.487 0.022 -0.3392
N -1.929 -0.021 1.079 -1.1256
O -1.922 1.306 -1.013 -0.9445
O -1.076 2.335 1.015 -0.9468
P -3.280 -0.655 -0.452 0.9809
S -1.180 1.158 0.220 2.3091
Cl -4.692 0.726 -0.481 -0.2244
Cl -4.036 -2.153 0.746 -0.3073
H 3.770 -1.119 -0.957 0.2162
H 1.834 -2.700 -0.531 0.2302
H 3.713 1.117 -0.108 0.2155
H -0.367 -1.458 -0.415 0.2132
H 1.451 2.182 0.406 0.2305
H -2.248 0.167 1.971 0.4080


# 7
14
Properties=species:S:1:pos:R:3:nbo_charge:R:1 method="wB97M-V/def2-TZVPD" homo_ev=-8.77 charge=0 smiles=Cc1cccpc1Cl lumo_energy_ev=-0.21 de_lowest_kcal_mol=0.0 gap_ev=8.56
C -0.238 1.821 0.028 -0.6292
C -0.626 0.369 0.080 -0.0938
C 0.366 -0.570 0.016 -0.1764
C 0.081 -1.942 -0.203 -0.2024
C -1.173 -2.422 -0.196 -0.5513
P -2.693 -1.549 0.165 0.6629
C -1.965 0.101 0.083 -0.3467
Cl -3.190 1.325 -0.064 0.0098
H 0.784 1.880 -0.011 0.2103
H -0.655 2.508 0.830 0.2306
H -0.783 2.377 -0.834 0.2320
H 1.394 -0.294 0.050 0.2142
H 0.934 -2.665 -0.460 0.2186
H -1.315 -3.469 -0.112 0.2213


# 8
19
Properties=species:S:1:pos:R:3:mulliken_spin:R:1 method="wB97M-V/def2-TZVPD" homo_ev="-11.69 / -13.96" charge=+1 spin_multiplicity=3 lumo_energy_ev="-4.87 / -7.52" gap_ev="6.82 / 6.44"
C 1.446 -0.165 -0.498 -0.0143
C 1.424 -1.488 -0.867 0.1422
C -0.693 0.613 0.387 0.2685
C 0.637 0.855 0.129 0.3552
C -0.528 -2.378 0.182 -0.0081
C -1.794 1.665 0.366 0.0017
N 0.635 -2.521 -0.435 0.0364
N 1.282 1.968 0.479 0.2335
N -1.224 -0.657 0.195 0.3269
O -2.326 -0.916 0.553 0.6173
O -1.401 -2.936 0.733 0.0051
F -2.789 1.266 -0.283 -0.0002
F -1.275 2.905 -0.118 0.0084
H 2.270 0.383 -0.909 0.0014
H 2.181 -1.854 -1.514 0.0046
H -2.035 1.955 1.423 0.0368
H 0.951 -3.428 -0.763 -0.0024
H 2.280 1.869 0.298 -0.0096
H 0.959 2.863 0.641 -0.0035


# 9
16
Properties=species:S:1:pos:R:3:nbo_charge:R:1 method="wB97M-V/def2-TZVPD" homo_ev=-9.61 charge=0 lumo_energy_ev=1.08 de_lowest_kcal_mol=11.8 gap_ev=10.69
C -0.240 -1.312 1.105 -0.1765
C 0.025 -0.818 -0.068 0.0907
C -0.043 2.545 0.581 0.2861
C -1.335 -1.404 0.134 -0.3479
C 0.929 -0.293 -1.074 -0.6685
C -2.577 -0.468 0.026 0.9547
N -1.136 3.017 0.687 -0.7450
F -3.646 -1.184 -0.099 -0.3117
F -2.667 0.360 1.101 -0.3499
F -2.581 0.390 -1.007 -0.3417
H 0.182 -1.522 2.118 0.2388
H -1.690 -2.300 -0.438 0.1882
H 0.889 -0.796 -2.052 0.2353
H 1.888 -0.295 -0.625 0.2328
H 0.741 0.736 -1.369 0.2541
H -2.096 3.380 0.615 0.4606


# 10
31
Properties=species:S:1:pos:R:3:nbo_charge:R:1 method="wB97M-V/def2-TZVPD" homo_ev=-4.85 charge=-1 lumo_energy_ev=1.47 gap_ev=6.32
Ti 0.544 -0.004 -0.515 1.6562
N -0.180 2.024 -0.679 -0.8027
C -0.491 2.435 0.714 -0.3177
C 0.721 2.022 1.539 0.6703
O 1.296 2.760 2.313 -0.6015
N 1.103 0.748 1.197 -0.6698
C 2.496 0.386 1.411 -0.3684
C 3.198 0.298 0.033 0.7862
O 4.374 0.088 -0.076 -0.5787
O 2.339 0.442 -0.979 -0.6977
H 0.546 2.615 -1.070 0.3977
H -1.029 2.096 -1.247 0.4525
H -1.369 1.867 1.021 0.2544
H -0.711 3.495 0.810 0.2177
H 2.591 -0.593 1.883 0.2315
H 3.005 1.120 2.036 0.2512
F -3.045 2.308 -1.067 -0.4749
C -3.169 1.078 -1.826 0.4808
F -4.384 0.608 -1.357 -0.4153
F -3.507 1.599 -3.068 -0.4187
S -1.618 -1.116 -1.491 1.7368
O -0.446 -0.380 -2.209 -0.9003
O -1.284 -0.618 -0.039 -0.9302
N -1.113 -2.694 -1.417 -1.1883
S 0.133 -3.060 -0.611 2.2354
O 0.727 -4.315 -0.935 -0.8939
O 1.118 -1.928 -0.490 -0.9151
C -0.376 -3.271 1.190 0.7288
F -0.056 -2.211 1.924 -0.3086
F 0.261 -4.315 1.708 -0.3129
F -1.674 -3.484 1.297 -0.3049


# 11
17
Properties=species:S:1:pos:R:3:nbo_charge:R:1 method="wB97M-V/def2-TZVPD" homo_ev=-8.74 charge=0 lumo_energy_ev=-1.61 de_lowest_kcal_mol=43.7 gap_ev=7.13
C 0.340 -1.322 1.412 -0.4623
C -0.617 -1.735 0.553 0.3733
F -0.770 -3.054 0.343 -0.3222
C -1.495 -0.949 -0.280 -0.2203
C -1.616 0.396 -0.451 -0.1986
C -0.682 1.431 -0.074 -0.2267
C 0.674 1.299 -0.175 0.3519
O 1.438 2.225 0.389 -0.6416
N 1.405 0.396 -1.043 0.4733
O 0.915 -0.520 -1.683 -0.3059
O 2.624 0.691 -1.116 -0.4163
H 0.755 -2.021 2.024 0.2088
H 0.699 -0.367 1.681 0.2133
H -2.373 -1.474 -0.760 0.2343
H -2.488 0.772 -0.982 0.2170
H -1.065 2.323 0.270 0.2321
H 2.256 1.908 -0.109 0.4899